[1]
Below is a structure of composition C20H31BGaNO2 at a distorted geometry, with properties calculated with wB97M-V/def2-TZVPD.

Cartesian coordinates (Å):
O -0.079 0.372 -0.286
C 0.993 0.203 -1.292
C 0.378 1.276 -2.184
H 0.922 -0.827 -1.678
H 1.995 0.375 -0.860
C -0.798 1.217 -1.203
H 0.054 0.918 -3.160
H 0.928 2.223 -2.193
C -1.983 0.519 -1.821
H -1.688 -0.413 -2.304
H -2.373 1.159 -2.613
H -2.797 0.355 -1.113
C -1.113 2.577 -0.652
H -0.202 3.172 -0.590
H -1.603 2.541 0.324
H -1.779 3.082 -1.355
Ga 0.056 -1.898 1.209
C 1.092 1.649 3.400
C 2.006 0.568 3.292
C 2.480 0.511 1.950
H 2.328 -0.056 4.123
C 1.879 1.598 1.249
C 0.992 2.271 2.125
H 0.427 3.166 1.872
H 0.626 1.979 4.327
H 3.180 -0.205 1.532
H 2.133 1.929 0.247
C -1.511 -1.073 3.774
C -1.871 0.272 3.280
C -2.108 0.254 1.942
H -1.936 1.105 3.980
C -1.936 -1.079 1.403
C -1.544 -1.945 2.517
H -1.933 -2.957 2.599
H -2.191 -1.427 4.565
H -2.495 1.096 1.372
H -2.455 -1.420 0.498
O 0.331 -1.490 -3.695
C -0.023 -0.613 -4.821
C 0.466 -1.193 -6.149
H 0.493 0.363 -4.731
H -1.108 -0.428 -4.815
C 1.432 -2.307 -5.732
H 0.985 -0.428 -6.733
H -0.381 -1.583 -6.709
C 1.282 -2.449 -4.200
H 2.458 -2.003 -5.958
H 1.183 -3.237 -6.250
H 2.250 -2.268 -3.710
H 0.947 -3.452 -3.914
B 0.350 -0.190 7.009
C 0.115 -0.601 5.580
N -0.097 -0.952 4.459
H -0.499 0.648 7.280
H 1.469 0.276 7.080
H 0.272 -1.184 7.734

Spin multiplicity   1
Frontier orbital gap (alpha / beta)   3.9125 / 3.8161 eV
ΔE to the lowest compared entry with this formula, charge and spin   68.6 kcal/mol
Lowest unoccupied orbital energy (alpha / beta)   -2.335 / -2.297 eV
Highest occupied orbital energy (alpha / beta)   -6.25 / -6.11 eV

---

[2]
Below is a structure of composition C20H31BIrNO2 at a distorted geometry, with properties calculated with wB97M-V/def2-TZVPD.

Cartesian coordinates (Å):
O -2.714 2.701 -1.045
C -1.487 2.343 -0.349
C -0.551 2.809 -1.472
H -1.484 1.257 -0.178
H -1.389 2.899 0.595
C -1.898 3.279 -2.109
H -0.076 1.978 -2.016
H 0.149 3.611 -1.219
C -2.182 2.631 -3.445
H -2.185 1.538 -3.358
H -1.415 2.933 -4.171
H -3.174 2.947 -3.795
C -2.036 4.800 -2.127
H -1.046 5.274 -2.152
H -2.560 5.164 -1.239
H -2.580 5.109 -3.024
Ir 1.086 -1.208 0.368
C 2.902 -2.292 0.159
C 1.928 -3.129 0.835
C 0.834 -3.353 -0.074
H 2.008 -3.493 1.853
C 1.165 -2.699 -1.316
C 2.409 -2.009 -1.160
H 2.880 -1.365 -1.903
H 3.843 -1.966 0.592
H -0.057 -3.930 0.140
H 0.585 -2.729 -2.233
C 2.250 0.022 2.878
C 2.102 0.141 1.346
C 0.791 0.722 1.078
H 2.973 0.473 0.771
C 0.065 0.755 2.351
C 0.850 0.280 3.357
H 0.599 0.142 4.403
H 2.973 0.782 3.227
H 0.641 1.438 0.265
H -0.934 1.187 2.439
O -0.961 -0.988 -0.187
C -1.518 -1.210 -1.558
C -2.975 -0.809 -1.509
H -1.422 -2.286 -1.762
H -0.900 -0.640 -2.266
C -3.358 -0.767 -0.024
H -3.562 -1.552 -2.051
H -3.162 0.159 -1.993
C -2.106 -1.086 0.775
H -4.141 -1.499 0.192
H -3.729 0.228 0.257
H -2.092 -2.114 1.164
H -1.930 -0.375 1.589
B 4.822 -3.020 3.141
C 3.661 -2.064 3.226
N 2.761 -1.293 3.331
H 4.465 -4.080 3.628
H 5.709 -2.496 3.793
H 5.173 -3.150 1.982

Spin multiplicity   6
<S²>   8.787
Frontier orbital gap (alpha / beta)   5.9442 / 4.6941 eV
ΔE to the lowest compared entry with this formula, charge and spin   0.7 kcal/mol
Total charge   +1
Lowest unoccupied orbital energy (alpha / beta)   -2.495 / -7.564 eV
Highest occupied orbital energy (alpha / beta)   -8.44 / -12.26 eV